No. 1
ORCA calculation (ωB97M-V/def2-TZVPD) on a cluster of 2 separate species, CH5BS2 in total at a distorted geometry.

The value obtained for the highest occupied orbital energy is -8.6 eV. The lowest unoccupied orbital energy comes out at -0.4 eV. Its total charge is 0. Its frontier orbital gap is 8.18 eV.

```
9
Properties=species:S:1:pos:R:3:forces:R:3
H 1.27369 -1.51880 -1.76612 1.225 -0.768 0.319
H -1.54322 1.51077 -0.85396 0.991 -0.948 0.919
S 2.07495 -0.48327 1.41118 -1.472 1.093 -2.314
B 0.01845 -0.13528 -0.34514 1.120 0.782 1.884
H -1.91365 0.38839 0.44769 -0.379 -0.170 0.587
H 1.65864 -1.41618 2.23143 -0.608 -0.646 0.361
H -0.63768 1.62624 0.74429 -0.619 -0.448 -0.399
C -1.08237 0.91450 0.00966 0.589 1.035 -0.318
S 0.15120 -0.88637 -1.87903 -0.848 0.070 -1.038
```
Forces are in eV/Å.

Taken from the natural (NBO) analysis, the atomic charges in e are: 0.17 0.26 -0.49 0.63 0.27 0.12 0.28 -1.10 -0.13



No. 2
ORCA calculation (ωB97M-V/def2-TZVPD) on a structure of composition CH5BeO at a distorted geometry.

As for the multiplicity: 2. The value obtained for the highest occupied orbital energy (alpha / beta) is -7.1 / -11.9 eV. The lowest unoccupied orbital energy (alpha / beta) comes out at 0.7 / -0.4 eV. Its total charge is 0. Its frontier orbital gap (alpha / beta) is 7.85 / 11.41 eV.

```
8
Properties=species:S:1:pos:R:3:forces:R:3
C 0.67085 0.93303 -0.16402 -0.676 0.040 0.765
O -1.20158 -1.25902 0.48358 -0.228 -0.519 0.009
H -0.14633 0.37883 0.39309 1.214 0.600 -0.966
H 0.19237 1.80733 -0.62451 0.331 -0.070 0.230
H 1.40754 1.20416 0.60369 -0.157 0.220 -0.320
Be -0.34267 -1.56602 -0.62216 -0.045 -0.031 0.017
H -1.79067 -1.89631 0.88687 -0.083 -0.012 0.028
H 1.21049 0.39800 -0.95654 -0.354 -0.228 0.238
```
Forces are in eV/Å.

Taken from the natural (NBO) analysis, the atomic charges in e are: -0.92 -1.42 0.25 0.22 0.23 0.92 0.50 0.21



No. 3
ORCA calculation (ωB97M-V/def2-TZVPD) on an isolated molecule of CH5Br3Si2 at a distorted geometry.

The value obtained for the highest occupied orbital energy is -9.8 eV. The lowest unoccupied orbital energy comes out at -1.6 eV. Its total charge is 0. Its frontier orbital gap is 8.17 eV.

```
11
Properties=species:S:1:pos:R:3:forces:R:3
H 1.52091 0.27283 1.77193 -0.533 -1.146 -1.477
Br -3.05097 -1.82445 -0.13345 1.902 1.865 -0.675
Si 1.01224 0.12179 -0.67898 0.361 -0.397 0.272
Br -2.16792 1.72291 0.77238 0.516 -0.294 0.065
H 1.52013 1.45457 -0.35051 -0.007 0.545 -0.944
Si -1.30599 0.35355 -0.74715 -2.786 -0.590 -0.422
C 1.10305 -0.52193 1.03390 0.376 0.068 3.114
H 1.69131 -0.66134 -1.78430 -0.501 0.493 0.473
Br -2.12024 1.27244 -2.64273 0.379 -0.612 0.418
H 0.13204 -0.76408 1.49764 0.010 0.125 -0.423
H 1.66544 -1.42629 1.26127 0.283 -0.058 -0.399
```
Forces are in eV/Å.

Taken from the natural (NBO) analysis, the atomic charges in e are: 0.26 -0.43 0.69 -0.25 -0.11 0.81 -1.15 -0.09 -0.27 0.26 0.27



No. 4
ORCA calculation (ωB97M-V/def2-TZVPD) on a cluster of 2 separate species, CH5BrN2O in total at a distorted geometry.

The value obtained for the highest occupied orbital energy is -9.0 eV. The lowest unoccupied orbital energy comes out at -1.8 eV. Its total charge is 0. Its frontier orbital gap is 7.17 eV.

```
10
Properties=species:S:1:pos:R:3:forces:R:3
H -0.74257 1.08185 0.26900 -0.665 0.353 0.093
N -0.56499 -1.30325 -1.56528 2.216 -0.970 2.832
H -0.07114 0.80783 1.90511 -0.449 0.686 1.085
Br -1.24853 0.20891 -2.08336 -1.196 1.572 -0.538
O 1.25087 1.34232 0.47674 1.338 -2.496 -2.044
H 1.68932 0.81598 -0.31138 -1.358 1.626 2.212
C 0.06571 0.63971 0.86280 -0.262 0.441 -1.556
H -1.19582 -1.83707 -0.97053 -0.604 0.274 -0.174
H 0.88519 -1.01059 0.66627 1.217 -1.410 -0.311
N -0.06804 -0.74570 0.75063 -0.237 -0.076 -1.600
```
Forces are in eV/Å.

Taken from the natural (NBO) analysis, the atomic charges in e are: 0.18 -0.69 0.22 0.32 -0.72 0.47 0.00 0.36 0.33 -0.47



No. 5
ORCA calculation (ωB97M-V/def2-TZVPD) on a cluster of 2 separate species, CH5BrN2O in total at a distorted geometry.

As for the multiplicity: 3. The value obtained for the highest occupied orbital energy (alpha / beta) is -3.8 / -8.3 eV. The lowest unoccupied orbital energy (alpha / beta) comes out at -0.3 / -4.2 eV. Its total charge is 0. Its frontier orbital gap (alpha / beta) is 3.56 / 4.03 eV.

```
10
Properties=species:S:1:pos:R:3:forces:R:3
N 1.63544 1.05996 -0.54509 -1.498 2.098 -0.515
C -1.73184 -0.43271 0.30948 -3.977 -6.507 2.028
H -1.05674 -1.00062 -1.45512 -1.177 -1.160 1.722
H 2.21761 1.88315 -0.35606 -0.171 -0.005 -0.192
H -0.93718 0.97501 -0.55967 0.876 2.399 -2.793
O -1.57854 -1.42244 -0.67317 1.903 1.999 -1.758
N -1.17157 0.67033 0.31078 2.652 2.105 1.643
Br 2.55932 -0.22122 0.15071 2.115 -2.176 -0.118
H 2.06202 -0.50707 1.57920 -0.768 0.201 0.734
H -1.99851 -1.00437 1.23895 0.044 1.047 -0.751
```
Forces are in eV/Å.

Taken from the natural (NBO) analysis, the atomic charges in e are: -0.89 0.17 0.47 0.33 0.35 -0.65 -0.45 0.52 -0.02 0.17



No. 6
ORCA calculation (ωB97M-V/def2-TZVPD) on the ion CH5BrN2P with charge +1 at a distorted geometry.

The value obtained for the highest occupied orbital energy is -14.3 eV. The lowest unoccupied orbital energy comes out at -4.5 eV. Its total charge is +1. Its frontier orbital gap is 9.76 eV.

```
10
Properties=species:S:1:pos:R:3:forces:R:3
Br -0.60179 -1.53947 -2.46545 0.500 0.178 0.239
N -0.28626 1.02207 1.06407 1.138 -1.103 2.152
H 1.09493 -1.68215 -0.23481 -1.193 1.850 1.879
N 0.76772 -0.99355 0.55597 -0.031 -1.384 -3.888
H 1.39231 -0.99612 1.29431 1.039 -0.058 2.224
P -0.15983 0.48887 -1.64911 -1.558 -0.499 0.232
H -0.11983 1.04742 2.11803 -0.182 -0.242 -2.092
C 0.11321 0.10276 0.21727 -0.114 -0.680 -0.787
H -0.58404 1.84558 0.63542 -0.880 1.667 -0.241
H -1.61642 0.70460 -1.53570 1.282 0.272 0.282
```
Forces are in eV/Å.

Taken from the natural (NBO) analysis, the atomic charges in e are: -0.12 -0.71 0.45 -0.73 0.42 0.50 0.45 0.31 0.42 0.03



No. 7
ORCA calculation (ωB97M-V/def2-TZVPD) on the ion CH5Cl2NP with charge +1 at a distorted geometry.

The value obtained for the highest occupied orbital energy is -14.3 eV. The lowest unoccupied orbital energy comes out at -4.6 eV. Its total charge is +1. Its frontier orbital gap is 9.75 eV.

```
10
Properties=species:S:1:pos:R:3:forces:R:3
H -0.11629 0.39421 1.16466 1.218 -0.894 1.334
Cl -0.16474 2.33767 -1.57299 0.412 0.382 0.164
N 0.50529 -0.46353 1.10267 -1.367 -0.313 -4.452
H 0.18836 -1.53624 -0.86819 -0.505 -1.940 -0.561
H 1.13438 -0.05883 -1.03552 0.083 -0.204 -0.220
Cl -2.07495 1.03294 0.59788 0.014 0.082 0.202
P -1.22547 0.68361 -1.23357 0.016 -1.541 -0.325
H 1.52585 -0.52402 1.25997 -0.949 0.560 0.254
C 0.22234 -0.52196 -0.67132 0.831 3.337 2.597
H 0.00523 -1.34384 1.25642 0.248 0.531 1.008
```
Forces are in eV/Å.

Taken from the natural (NBO) analysis, the atomic charges in e are: 0.46 -0.20 -0.77 0.23 0.24 -0.24 0.85 0.46 -0.47 0.44



No. 8
ORCA calculation (ωB97M-V/def2-TZVPD) on the ion CH5Cl2NP with charge +1 at a distorted geometry.

The value obtained for the highest occupied orbital energy is -14.3 eV. The lowest unoccupied orbital energy comes out at -4.1 eV. Its total charge is +1. Its frontier orbital gap is 10.14 eV.

```
10
Properties=species:S:1:pos:R:3:forces:R:3
Cl 2.34156 0.75360 1.70862 -0.201 0.052 0.139
H -1.36694 -1.18685 -1.05056 -0.068 -0.707 0.092
C 0.54420 -0.38682 -0.25794 0.536 -3.014 -2.706
H 1.03625 -0.61367 -1.29672 -0.195 1.311 1.913
P 0.82462 1.31344 0.49811 1.784 0.194 -0.867
H -1.28172 -0.06845 0.31856 -1.103 -1.061 -0.682
H 0.79218 -1.37891 0.24618 -0.500 1.648 0.242
H -1.12754 0.47250 -1.19135 0.201 -1.360 0.274
N -0.92577 -0.39580 -0.61434 -0.031 3.183 0.856
Cl -0.83683 1.49096 1.63945 -0.424 -0.246 0.739
```
Forces are in eV/Å.

Taken from the natural (NBO) analysis, the atomic charges in e are: -0.19 0.46 -0.60 0.27 0.83 0.45 0.28 0.44 -0.72 -0.22



No. 9
ORCA calculation (ωB97M-V/def2-TZVPD) on an isolated molecule of CH5ClN2O at a distorted geometry.

The value obtained for the highest occupied orbital energy is -9.2 eV. The lowest unoccupied orbital energy comes out at 0.5 eV. Its total charge is 0. Its frontier orbital gap is 9.72 eV.

```
10
Properties=species:S:1:pos:R:3:forces:R:3
H -0.73579 -1.42607 0.96261 1.346 -0.443 1.456
C -1.09793 -1.13886 0.03094 -2.323 -2.391 -0.515
Cl 2.03349 -0.65311 0.02332 0.128 -0.173 -0.305
H -2.19553 -1.19567 0.23007 0.297 1.787 -0.204
N 0.77348 1.72628 -0.01817 0.314 2.380 0.693
H 1.49747 2.21208 0.51725 -0.595 -0.820 0.261
N 0.50125 0.51585 0.33745 -0.863 -2.546 1.629
H -1.12761 -2.01577 -0.65402 1.326 0.712 -0.055
H 0.87334 1.95793 -0.96025 -0.010 -0.033 -2.163
O -0.52217 0.01734 -0.46921 0.380 1.527 -0.796
```
Forces are in eV/Å.

Taken from the natural (NBO) analysis, the atomic charges in e are: 0.21 -0.28 -0.23 0.19 -0.58 0.39 0.12 0.19 0.35 -0.37



No. 10
ORCA calculation (ωB97M-V/def2-TZVPD) on a cluster of 2 separate species, CH5ClNOP in total at a distorted geometry.

The value obtained for the highest occupied orbital energy (alpha / beta) is -8.4 / -8.4 eV. The lowest unoccupied orbital energy (alpha / beta) comes out at -0.3 / -0.3 eV. Its total charge is 0. Its frontier orbital gap (alpha / beta) is 8.06 / 8.06 eV.

```
10
Properties=species:S:1:pos:R:3:forces:R:3
Cl -1.99574 1.38579 -1.46792 -0.307 -0.194 -0.393
H 1.79437 -1.94441 -0.36605 -0.029 0.053 -0.002
C 1.37470 -0.95971 -0.58207 0.181 -0.262 -0.513
H -2.30474 1.76939 0.70251 -0.188 -0.084 -0.235
H 2.16616 -0.30492 -0.94652 -0.087 -0.066 -0.024
P -0.67137 -0.42734 1.03676 -0.685 2.334 -1.360
H 0.60480 -1.05313 -1.35042 -0.017 0.035 0.050
O 0.87938 -0.38513 0.61070 -0.197 0.296 0.405
N -1.46535 1.67506 0.12793 1.575 -2.233 1.773
H -0.38222 0.24439 2.23508 -0.246 0.121 0.300
```
Forces are in eV/Å.

Taken from the natural (NBO) analysis, the atomic charges in e are: 0.05 0.19 -0.25 0.33 0.20 0.99 0.19 -0.79 -0.83 -0.08



How do the records compare in E_tot? In the order shown, they have -23463.724; -3566.140; -227002.631; -76182.827; -76177.266; -83422.966; -36934.833; -36935.317; -18664.161; -26463.985 eV.